52
Properties=species:S:1:pos:R:3:mulliken_charge:R:1 method="wB97M-V/def2-TZVPD" spin_multiplicity=4 homo_lumo_gap_ha="0.249 / 0.182" mol_weight_g_mol=715.7 s2=3.795 charge=+3
Re -1.09495 1.72544 -0.32991 1.338
C -5.87765 1.52307 -2.41593 -0.917
S -5.12607 3.15989 -2.29042 0.156
C -3.70190 2.90277 -1.38644 0.495
S -3.22604 1.25654 -0.77979 -0.273
N -2.97768 3.93399 -1.09828 -1.225
N -1.85914 3.61351 -0.36380 0.682
C -1.35533 4.51949 0.40307 -0.193
C -0.27013 4.07826 1.26423 0.731
C 0.38654 4.90314 2.15530 -0.877
C 1.37925 4.36099 2.96449 -0.268
C 1.67448 3.01096 2.86078 -0.863
C 0.97029 2.23612 1.95543 0.086
N 0.01949 2.75011 1.16610 -0.300
H -6.78639 1.69789 -2.98988 0.358
H -6.15120 1.13607 -1.43833 0.363
H -5.24515 0.83267 -2.96705 0.344
H -1.78397 5.51490 0.43817 0.520
H 0.11880 5.94941 2.21880 0.479
H 1.90926 4.98638 3.67066 0.468
H 2.43597 2.55504 3.47746 0.440
H 1.16569 1.17615 1.85168 0.428
C 1.26226 2.82058 -2.21083 -0.973
O 0.79670 1.70575 -1.37643 -0.698
C 1.59895 0.56829 -1.29957 0.613
C 2.89116 0.51477 -1.78858 -0.259
C 3.59025 -0.68431 -1.69754 -0.726
Br 5.32792 -0.78917 -2.36722 -0.075
C 3.00257 -1.80063 -1.12110 -0.825
C 1.70952 -1.73816 -0.59515 0.542
C 1.01384 -0.53428 -0.70325 0.807
O -0.31595 -0.35266 -0.25264 -0.872
C 1.18952 -2.97072 0.00006 0.187
N 1.70215 -4.16389 -0.34337 -0.594
C 1.04898 -5.06529 0.38640 0.819
C 1.21552 -6.48823 0.40486 -0.631
C 0.43762 -7.19444 1.27247 -0.617
C -0.49442 -6.53433 2.11051 -0.353
C -0.68893 -5.12912 2.10734 -0.871
C 0.08646 -4.42906 1.23662 0.665
N 0.20940 -3.07288 0.92897 0.057
H 2.14248 3.26306 -1.75081 0.375
H 0.44359 3.53308 -2.23302 0.246
H 1.47002 2.44786 -3.21077 0.461
H 3.35944 1.37125 -2.25135 0.596
H 3.54319 -2.73469 -1.06529 0.662
H -0.90180 -1.02141 -0.64328 0.436
H 1.93939 -6.95386 -0.25019 0.502
H 0.52122 -8.27024 1.33565 0.451
H -1.09223 -7.12987 2.78908 0.437
H -1.41340 -4.67496 2.76928 0.459
H -0.19955 -2.31526 1.45279 0.206